1.
32
Properties=species:S:1:pos:R:3:forces:R:3:mulliken_charge:R:1 method="wB97M-V/def2-TZVPD" homo_lumo_gap_ha=0.3080 lumo_ev=0.3826 total_charge=0 de_lowest_kj_mol=2324.44 homo_energy_ev=-7.998
C -1.112363 1.755932 3.562403 0.78 1.32 0.80 -1.2494
C -0.795203 0.571192 2.777783 0.80 2.82 2.61 0.7017
N -0.591983 -0.367388 2.167913 0.15 -2.89 7.52 -0.4569
H -2.117803 2.070512 3.282683 1.15 0.47 1.20 0.3790
H -0.481963 2.620052 3.352623 0.33 -0.57 -0.19 0.3517
H -0.884943 1.500052 4.597243 -0.83 0.07 0.28 0.3561
C 1.651617 1.627292 -0.559277 2.19 0.95 3.48 -1.6052
C 1.083077 1.584882 0.802433 2.46 0.47 -3.26 0.9042
N 0.625377 1.562522 1.835873 2.00 2.42 0.78 -0.4636
H 2.157517 0.709062 -0.857667 -0.02 0.15 0.46 0.3583
H 2.386237 2.430092 -0.622037 0.06 0.17 0.10 0.4932
H 0.898177 1.739472 -1.338927 1.58 1.24 3.89 0.6996
C -2.842873 -0.178728 1.504333 -4.54 1.54 -0.63 0.1499
Cl -2.376253 0.983052 0.182783 -6.66 -0.13 5.24 -0.1692
Cl -4.056053 -1.405038 0.988673 -0.96 0.87 0.56 -0.2023
Cl -3.448103 0.810142 2.853353 -3.08 -1.95 -0.36 -0.2712
H -1.915843 -0.644978 1.837983 -2.11 -0.36 -0.02 0.5085
C -0.195973 -0.642388 0.108133 -0.44 -0.22 -3.51 0.1699
Cl -1.523893 -1.799168 0.260253 2.84 -1.96 -2.46 -0.2002
Cl -0.649363 0.649322 -1.061137 2.12 -2.22 0.61 -0.3191
Cl 1.209407 -1.468358 -0.536317 -7.10 4.42 6.66 0.0135
H 0.008177 -0.147678 1.057703 0.88 -0.41 -2.07 -0.0322
C 0.046317 -0.027958 -3.264567 0.82 0.35 -3.69 0.6696
Cl 1.450057 -1.069248 -3.792367 -4.58 7.87 -0.49 -0.1037
Cl -1.199053 0.143432 -4.508267 -0.04 -0.02 -0.55 -0.1700
Cl 0.625477 1.609732 -2.772277 -0.54 0.36 -9.46 -0.2809
H -0.533283 -0.505488 -2.474557 1.25 -0.34 -0.93 -0.1001
C 2.448867 -2.693998 -1.841057 3.51 -4.31 -2.05 1.1791
Cl 4.178377 -2.658568 -1.583117 0.79 0.18 0.12 -0.1579
Cl 1.756757 -4.017538 -0.908847 0.25 -1.20 -0.20 -0.1599
Cl 2.124517 -3.020478 -3.525557 3.46 -8.14 0.31 -0.1582
H 2.074997 -1.719738 -1.526197 3.48 -0.97 -4.74 -0.8347

=====

2.
38
Properties=species:S:1:pos:R:3:forces:R:3:mulliken_charge:R:1 method="wB97M-V/def2-TZVPD" homo_lumo_gap_ha=0.4058 lumo_ev=0.1602 total_charge=0 de_lowest_kj_mol=110.43 smiles=ClC(Cl)Cl.ClC(Cl)Cl.ClC(Cl)Cl.ClC(Cl)Cl.ClC(Cl)Cl.ClC(Cl)Cl.ClCCCl homo_energy_ev=-10.882
Cl 0.842537 9.497990 19.469614 0.64 -0.25 0.14 -0.1733
C -0.431708 9.355842 18.241333 -0.43 -1.10 1.08 -0.1819
C -0.446704 10.609643 17.412641 1.26 -1.06 1.34 0.0516
Cl -1.900878 10.575592 16.501270 -1.01 0.54 -1.20 -0.1007
H -1.305101 9.153641 18.861327 -0.32 0.56 -0.41 0.1282
H -0.305994 8.438183 17.666713 0.38 0.19 -0.19 0.2026
H 0.448677 10.505676 16.799795 -0.20 0.74 -0.31 -0.0792
H -0.371724 11.428242 18.128447 -0.22 0.36 -0.58 0.1482
C -4.988478 9.289703 17.162601 -0.94 0.74 1.37 0.0714
Cl -5.478371 11.073358 16.981796 0.21 -1.95 -0.59 -0.0886
Cl -6.421294 8.127435 17.073785 1.38 1.32 0.13 -0.1371
Cl -4.210902 9.305067 18.799645 -0.47 -0.73 -0.71 -0.1107
H -4.248421 8.929569 16.447959 -0.29 0.52 -0.04 0.2478
C 0.650268 9.161056 13.621085 -1.15 -0.07 1.18 0.6029
Cl -0.615898 8.183471 12.734937 0.92 0.97 0.50 -0.1345
Cl 0.661008 10.887508 13.359948 -0.70 0.58 -0.58 -0.1200
Cl 2.230643 8.594611 13.421640 1.67 -1.03 -0.76 -0.0691
H 0.487199 9.078106 14.695621 -0.71 -0.37 -0.30 -0.2989
C 1.833743 5.317690 16.395741 0.42 -0.01 -0.59 -0.1088
Cl 1.013023 5.631416 14.792146 0.23 -0.29 1.52 -0.0879
Cl 0.924307 5.796069 17.844726 0.08 0.08 -0.70 -0.1012
Cl 3.441529 6.105055 16.349861 -0.59 -0.15 0.10 -0.0770
H 2.030626 4.250652 16.499478 -0.26 0.24 -0.28 0.3934
C -3.131635 14.005820 14.860708 -0.41 -0.68 -0.36 0.5470
Cl -4.701831 13.289533 14.355823 0.38 0.25 0.26 -0.1336
Cl -3.341590 15.244443 16.065786 -0.11 0.36 0.15 -0.1199
Cl -2.316711 14.600500 13.407489 0.14 -0.06 0.34 -0.1277
H -2.566206 13.208367 15.342844 0.04 0.11 -0.42 -0.1745
C 4.315273 9.180158 17.754816 0.61 -0.37 -0.46 0.2016
Cl 3.265346 10.293430 16.937219 -0.63 0.47 -0.21 -0.0556
Cl 5.125040 9.948938 19.101857 -0.03 -0.04 0.25 -0.1078
Cl 5.528303 8.635975 16.549773 -0.04 -0.16 0.34 -0.1559
H 3.748458 8.312992 18.093683 0.14 0.21 -0.02 0.1430
C 2.955661 13.487765 20.796835 0.11 0.39 -0.10 -0.0145
Cl 1.659826 13.017114 19.641152 0.53 0.13 0.77 -0.0348
Cl 3.703128 12.160282 21.664810 -0.09 -0.53 -0.33 -0.1084
Cl 2.422798 14.635375 22.042933 -0.30 0.12 -0.52 -0.1278
H 3.727057 13.963172 20.191010 -0.23 -0.05 0.19 0.2917

=====

3.
23
Properties=species:S:1:pos:R:3:forces:R:3:mulliken_charge:R:1 method="wB97M-V/def2-TZVPD" homo_lumo_gap_ha=0.3438 lumo_ev=0.5649 total_charge=0 de_lowest_kj_mol=0.00 smiles="CCOCC(=C(Cl)Cl)n1ccnc1" homo_energy_ev=-8.790
C -0.980050 3.077376 0.453491 -0.30 -0.25 0.28 -0.6056
C -1.583435 1.909122 0.804528 0.04 0.41 0.39 -0.1923
C -0.364723 1.650323 -0.990894 0.00 0.02 -0.18 -0.0817
C -1.508512 -0.372755 -0.182847 -0.27 -0.73 0.06 -0.0588
C -2.756607 -0.823712 -0.002979 0.28 0.28 -0.06 0.5787
C 3.129462 -0.784964 0.577092 -0.38 -0.14 -0.16 -1.2227
C -0.343785 -1.291110 -0.472378 0.00 -0.20 -0.05 -0.7869
C 1.974735 -1.493485 -0.109743 0.24 -0.11 0.00 -0.2571
N -0.236802 2.899940 -0.673720 0.43 0.21 -0.48 -0.6580
N -1.188971 0.982122 -0.129241 -0.07 0.42 -0.10 0.1566
O 0.795966 -0.758445 0.144447 -0.07 0.13 0.13 -0.2533
Cl -4.119637 0.200153 0.242879 0.02 -0.09 -0.07 -0.1610
Cl -3.146764 -2.497808 -0.042315 0.00 -0.09 0.02 -0.1957
H -1.031669 4.033026 0.934353 -0.08 0.15 0.18 0.4105
H -2.211062 1.655231 1.632037 -0.11 -0.07 0.12 0.4503
H 0.090572 1.185866 -1.841150 0.10 -0.25 -0.16 0.3937
H 3.226610 0.224654 0.188371 0.06 0.10 -0.03 0.3136
H 2.940293 -0.725863 1.645087 0.04 0.00 0.12 0.3046
H 4.053927 -1.328682 0.405175 0.12 -0.03 0.00 0.3883
H -0.559536 -2.301712 -0.096689 0.02 0.19 -0.12 0.5425
H -0.194098 -1.365513 -1.564716 -0.02 -0.01 0.10 0.3246
H 1.865015 -2.519458 0.274796 0.00 0.09 -0.08 0.2825
H 2.149076 -1.554304 -1.195593 -0.04 -0.03 0.09 0.3272

=====

4.
26
Properties=species:S:1:pos:R:3:forces:R:3:mulliken_charge:R:1 method="wB97M-V/def2-TZVPD" homo_lumo_gap_ha=0.1584 lumo_ev=2.4571 total_charge=-1 homo_energy_ev=-1.853
O 3.928202 0.527310 1.851004 -0.12 -0.04 0.26 -0.5995
C 2.936755 0.696016 1.190650 0.40 -0.01 0.06 0.3765
O 2.108050 1.762196 1.399964 -0.43 -0.13 -0.07 -0.4200
C 2.550311 -0.158415 0.027351 -0.13 0.25 -0.25 -0.7006
C 1.059752 -0.486497 -0.063758 0.19 -0.35 0.37 0.1285
C 0.408214 -1.020569 1.221032 -0.69 0.03 -0.31 -0.4946
C -1.097169 -0.839002 1.209023 0.00 -0.04 0.34 -0.9467
C -1.514680 0.524773 1.716082 0.20 -0.48 -0.97 -0.2084
C -2.027529 1.561447 0.736745 -0.10 0.36 0.32 0.4596
O -2.364294 2.679035 0.998981 0.02 -0.13 -0.12 -0.6082
F -2.115766 1.165789 -0.548435 0.02 -0.03 -0.18 -0.1119
H 1.793841 1.727170 2.313932 0.24 0.23 0.01 0.3286
H 3.175081 -1.043850 0.072318 0.06 -0.18 0.06 0.3288
H 2.854295 0.395652 -0.864409 0.05 0.05 -0.14 0.3402
H 0.479076 0.358695 -0.416296 0.06 0.25 -0.06 0.1921
H 0.952339 -1.275433 -0.801934 -0.08 -0.01 -0.30 -0.0083
H 0.591246 -2.091743 1.305114 0.33 -0.13 0.05 0.4415
H 0.897192 -0.542209 2.100459 0.15 0.11 0.15 0.1404
H -1.550743 -1.597929 1.847211 -0.07 -0.07 0.08 0.0953
H -2.324771 0.462427 2.443699 -0.02 0.09 0.25 0.4661
H -0.663637 1.060176 2.167921 0.01 0.21 0.46 -0.0777
C -2.010761 -0.775962 -3.971603 0.04 -0.03 0.10 0.3007
Cl -3.557587 -0.603029 -3.147357 -0.02 0.00 -0.01 -0.0909
Cl -1.477846 0.808045 -4.556195 0.01 0.04 -0.03 -0.1323
Cl -0.820653 -1.430042 -2.864933 -0.10 0.05 -0.01 -0.0607
Cl -2.208915 -1.864051 -5.366568 -0.01 -0.02 -0.05 -0.1384

=====

5.
21
Properties=species:S:1:pos:R:3:forces:R:3:mulliken_charge:R:1 method="wB97M-V/def2-TZVPD" homo_lumo_gap_ha=0.3380 lumo_ev=0.3850 total_charge=0 de_lowest_kj_mol=213.95 smiles="CC(C)=C(Cl)C#N.CC=C=O" homo_energy_ev=-8.812
C -0.795118 -0.859691 1.943222 0.29 -1.82 3.16 0.1719
C 1.578065 -0.982603 -0.315442 -1.34 0.16 -2.32 0.5825
C 2.564571 -1.528940 0.347093 -0.86 -0.34 -0.82 -0.2911
C -0.701274 0.377115 1.288819 -1.37 2.00 -2.20 0.2248
C -1.711212 0.810371 0.466585 -0.39 -1.81 0.70 0.8224
C 3.478206 -2.573344 -0.256493 -0.10 0.34 -0.28 -1.1369
C -1.605115 1.911157 -0.466620 3.78 -0.35 -1.26 -1.4798
C -3.035571 0.082004 0.206780 1.48 -0.27 1.98 -1.3121
N -0.863079 -1.747082 2.709860 0.13 1.59 -2.09 -0.4872
O 0.742192 -0.602767 -1.082118 1.81 -0.73 1.89 -0.4280
Cl 0.780756 1.384362 1.358582 -0.72 -1.01 0.51 -0.1601
H 2.762515 -1.278874 1.341739 -0.01 0.67 1.31 0.4123
H 4.445182 -1.973627 -0.315664 -0.72 -1.82 -0.32 0.2882
H 3.070996 -2.983049 -1.201274 0.63 0.82 0.04 0.3045
H 3.457265 -3.492594 0.357727 0.71 0.72 0.19 0.3061
H -1.136759 1.343138 -1.383942 -0.43 1.35 1.33 0.2544
H -0.872358 2.634822 -0.064304 -0.46 -0.03 -0.81 0.3416
H -2.474304 2.350797 -0.848382 -1.45 0.59 -0.02 0.4932
H -3.759193 0.864695 0.217109 -0.90 0.35 0.29 0.3779
H -3.225982 -0.676299 0.991418 -0.16 0.24 -0.77 0.3883
H -3.033541 -0.290485 -0.796975 0.10 -0.63 -0.50 0.3271

=====

6.
37
Properties=species:S:1:pos:R:3:forces:R:3:mulliken_charge:R:1 method="wB97M-V/def2-TZVPD" homo_lumo_gap_ha="0.2128 / 0.2631" lumo_ev="0.0445 / 1.4141" spin_multiplicity=4 total_charge=-1 s2=3.802 homo_energy_ev="-5.746 / -5.746"
Cr 18.290789 12.606488 -17.477402 0.49 -3.43 0.09 0.8956
N 16.570364 13.650017 -15.863813 0.28 -0.27 -0.70 1.5656
O 15.753794 14.106762 -15.129039 0.15 -0.06 0.07 -0.5793
O 16.637281 12.411250 -16.183950 0.25 0.04 -0.47 -0.5408
O 17.467382 14.332613 -16.461058 0.30 0.54 -0.15 -0.6373
N 20.365242 12.489144 -15.924108 -0.24 -0.35 -2.92 1.6403
O 19.335624 11.711121 -15.912900 -0.56 0.50 0.33 -0.5710
O 21.393867 12.237858 -15.363067 -0.04 0.05 1.01 -0.7146
O 20.258367 13.373327 -16.812304 0.45 0.83 1.08 -0.6262
N 20.152805 12.481790 -20.253015 0.31 0.57 -0.13 0.7715
O 19.739938 11.864982 -21.201782 -0.24 -0.18 -0.06 -0.4999
O 21.208599 13.100716 -20.246671 0.08 -0.09 0.31 -0.6168
O 19.427978 12.523681 -19.166266 -1.19 0.35 0.81 -0.4956
N 17.640656 9.788271 -18.836952 0.19 0.08 -1.59 0.9167
O 17.393940 8.645561 -18.507413 0.01 0.13 0.45 -0.5910
O 17.712118 10.162587 -19.998534 -0.18 0.09 0.55 -0.5800
O 17.844186 10.651381 -17.880310 -0.03 1.09 1.39 -0.3971
N 21.875449 10.185620 -17.612162 -0.25 0.37 -0.38 0.3550
C 21.931156 9.791110 -18.924072 0.47 -0.34 0.47 -0.6134
C 21.463912 8.504304 -18.975642 -0.23 0.24 -0.48 -0.5388
C 21.019360 8.146787 -17.675650 0.44 -0.08 0.08 -0.9869
C 21.282495 9.212890 -16.855167 0.19 0.00 -0.04 -0.4896
H 22.213856 11.077375 -17.297849 -0.15 0.04 0.13 0.2631
H 22.388637 10.420706 -19.667618 -0.13 0.04 -0.07 0.5236
H 21.407741 7.932899 -19.887867 -0.09 -0.14 0.10 0.4042
H 20.673488 7.177412 -17.361807 -0.31 0.07 0.00 0.4232
H 21.109310 9.366194 -15.805251 -0.11 -0.11 0.01 0.6122
N 23.207717 10.035728 -14.182482 0.11 -0.50 -0.07 0.1220
C 23.474927 10.202842 -12.848096 -0.20 0.18 -0.58 -0.4074
C 24.220520 9.133427 -12.431601 -0.01 0.41 0.32 -0.5668
C 24.394350 8.273845 -13.549373 0.12 0.01 0.10 -0.5219
C 23.769232 8.860415 -14.617937 -0.41 -0.06 0.30 -0.3870
H 22.507352 10.544707 -14.696257 0.18 0.23 0.04 0.3195
H 23.116712 11.097175 -12.366677 0.07 -0.10 0.24 0.3694
H 24.605462 9.050003 -11.427350 0.06 -0.26 -0.07 0.3832
H 24.891081 7.318470 -13.545629 0.09 0.02 -0.09 0.4006
H 23.573074 8.482477 -15.606323 0.09 0.09 -0.08 0.3956

=====

| no. | M (g mol⁻¹) |
| --- | --- |
| 1 | 559.618 |
| 2 | 815.228 |
| 3 | 221.087 |
| 4 | 314.975 |
| 5 | 171.627 |
| 6 | 434.194 |